(1)
{"formula": "C2HClO", "method": "ωB97M-V/def2-TZVPD", "symbols": ["C", "C", "O", "Cl", "H"], "coordinates": [[0.641463, 0.712018, -0.357493], [-1.576000, 0.765076, 0.253217], [1.075496, -0.336876, 0.146065], [-2.148601, -0.716163, -0.066630], [2.007643, -0.424056, 0.024843]], "atomic_forces_ev_per_a": [[-2.5, 1.6, -0.3], [2.4, 1.3, -0.1], [-1.3, -1.3, 1.1], [-0.4, -1.4, -0.3], [1.7, -0.2, -0.2]], "mulliken_charge": [-0.05, -0.12, -0.21, 0.00, 0.38], "homo_lumo_gap_ev": [6.89, 7.21], "e_homo_ev": [-7.35, -7.34], "lumo_energy_ev": [-0.5, -0.1], "e_above_lowest_kj_mol": 655.2}

---

(2)
{"formula": "C50H59Br3CaCl3F6IN2O18S", "method": "ωB97M-V/def2-TZVPD", "symbols": ["C", "C", "O", "C", "C", "O", "C", "C", "O", "C", "C", "C", "O", "C", "C", "C", "C", "C", "N", "C", "C", "N", "C", "C", "C", "O", "C", "C", "S", "C", "C", "F", "F", "C", "F", "F", "F", "C", "C", "O", "C", "C", "I", "C", "C", "O", "H", "H", "H", "H", "H", "H", "H", "H", "H", "H", "H", "H", "H", "H", "H", "H", "H", "H", "H", "H", "H", "H", "H", "H", "H", "H", "H", "H", "H", "H", "H", "H", "H", "H", "H", "H", "C", "O", "O", "O", "H", "O", "H", "H", "C", "Br", "Br", "Br", "H", "C", "C", "C", "C", "C", "C", "C", "O", "C", "C", "C", "C", "C", "C", "C", "O", "H", "H", "H", "H", "H", "H", "H", "H", "C", "Cl", "Cl", "Cl", "H", "C", "C", "O", "H", "H", "H", "H", "H", "H", "Ca", "F", "C", "O", "O", "O", "H", "O", "H", "H", "H"], "coordinates": [[-6.603844, 2.609944, 6.487682], [-6.428302, 2.657964, 4.847599], [-5.747576, 3.862490, 4.343172], [-4.291924, 3.810562, 4.559783], [-3.447307, 3.563484, 3.140630], [-3.440335, 4.799386, 2.305369], [-2.905569, 4.509936, 0.956958], [-4.112601, 3.901374, 0.015970], [-3.635448, 2.755085, -0.778634], [-3.536636, 1.527872, 0.021518], [-3.064699, 0.187456, -0.786916], [-2.606530, 0.086339, -2.356669], [-2.627672, 1.273835, -3.223305], [-1.438362, 2.121326, -3.047201], [-0.039942, 1.477217, -3.625733], [-2.138322, -1.339156, -3.095679], [-1.705748, -1.346478, -4.711468], [-0.116212, -1.668428, -4.955534], [0.556188, -0.809151, -6.005064], [-2.115792, -2.770382, -2.240389], [-1.687920, -4.189212, -2.968972], [-2.847640, -4.914159, -3.629427], [-2.575446, -2.663380, -0.660248], [-3.040043, -1.235223, 0.076454], [-3.504974, -1.335358, 1.680328], [-4.585897, -0.682608, 2.112743], [-2.555774, -2.336137, 2.605618], [-2.082126, -1.964932, 4.166314], [-2.699317, -0.322067, 4.813300], [-1.166416, -2.976703, 5.107754], [-0.682444, -2.712887, 6.634434], [0.738420, -3.142510, 6.923818], [-0.774983, -1.342097, 7.157345], [-1.668453, -3.647711, 7.610086], [-2.392068, -2.713410, 8.550656], [-0.916637, -4.597919, 8.461800], [-2.772847, -4.307582, 6.818027], [-0.765531, -4.423884, 4.368879], [0.089167, -5.631215, 5.111484], [1.430378, -5.855910, 4.552166], [2.044839, -4.619419, 4.045794], [-1.209195, -4.779189, 2.795000], [-0.600127, -6.697695, 1.829729], [-2.103032, -3.765120, 1.869740], [-2.582259, -4.021428, 0.316952], [-3.005441, -5.176398, -0.201827], [-5.667082, 2.084438, 6.992185], [-7.541329, 1.924726, 6.743955], [-6.831860, 3.670992, 6.969610], [-5.885652, 1.668431, 4.505635], [-7.502511, 2.647320, 4.361106], [-3.964958, 4.867888, 4.995036], [-4.019247, 3.010615, 5.373910], [-3.932575, 2.654620, 2.579214], [-2.353915, 3.219489, 3.449930], [-2.000974, 3.758546, 1.116220], [-2.433827, 5.478641, 0.466338], [-4.966503, 3.548679, 0.742362], [-4.558106, 4.759265, -0.684168], [-4.638217, 1.306133, 0.424706], [-2.793064, 1.717419, 0.911400], [-1.298956, 2.468455, -1.923355], [-1.624017, 3.119826, -3.673291], [0.831343, 2.203857, -3.260484], [0.021477, 1.482537, -4.804747], [0.161585, 0.432187, -3.139053], [-2.318648, -2.198224, -5.252157], [-1.992556, -0.338581, -5.232882], [0.428127, -1.600557, -3.913864], [-0.043373, -2.789703, -5.342845], [1.190215, -1.475911, -6.538928], [1.248769, -0.217930, -5.454935], [-0.832680, -4.086776, -3.762619], [-1.251383, -4.899553, -2.114662], [-2.679947, -4.917534, -4.676554], [-3.764014, -4.451539, -3.412194], [-1.969511, 0.737213, 4.206895], [0.085485, -5.536622, 6.301589], [-0.528981, -6.629625, 4.896209], [3.199457, -4.871601, 3.877190], [2.023171, -3.712185, 4.784455], [1.650530, -4.279094, 2.981881], [-5.855341, -5.576647, -5.437678], [-5.914974, -4.730477, -4.513402], [-6.520191, -6.676271, -5.112145], [-5.296346, -5.544127, -6.556634], [-6.767387, -6.297048, -4.244382], [4.332168, -5.222298, 6.505291], [4.428957, -5.249731, 7.469064], [3.407076, -5.468927, 6.355757], [-0.484497, 8.343502, -0.783610], [-0.505159, 7.702496, -2.620062], [-0.887044, 10.243623, -0.675553], [-1.649940, 7.290246, 0.363901], [0.536347, 8.211212, -0.410245], [9.029157, 1.987722, -2.769058], [8.065387, 0.984607, -2.868636], [6.734648, 1.317880, -3.126185], [6.363862, 2.660088, -3.272706], [7.323137, 3.664353, -3.148715], [8.661315, 3.326802, -2.907778], [6.934813, 5.085831, -3.252063], [7.777461, 5.968492, -3.146803], [5.515968, 5.428148, -3.475167], [5.124814, 6.772789, -3.517411], [3.787078, 7.105442, -3.741284], [2.840305, 6.099485, -3.932460], [3.226191, 4.759071, -3.885310], [4.565331, 4.422975, -3.646400], [4.957152, 3.002119, -3.562744], [4.124861, 2.117348, -3.726039], [10.067862, 1.727501, -2.577487], [8.349951, -0.058286, -2.747887], [5.988597, 0.529120, -3.207796], [9.418107, 4.104728, -2.823316], [5.858297, 7.564337, -3.372286], [3.484636, 8.150077, -3.768486], [1.799450, 6.358431, -4.114077], [2.480610, 3.979081, -4.030591], [-6.851850, -2.426367, 0.062011], [-5.089891, -2.404483, 0.248256], [-7.415131, -0.930559, -0.702630], [-7.360146, -3.837117, -0.881837], [-7.302321, -2.496138, 1.055417], [11.792597, -2.239204, -3.738984], [11.385859, -0.844774, -3.309543], [10.791247, -0.888294, -2.020732], [10.923294, -2.904505, -3.759092], [12.248734, -2.223674, -4.732759], [12.506905, -2.670004, -3.029777], [10.655550, -0.426706, -4.008583], [12.251759, -0.176624, -3.274404], [11.450618, -1.253104, -1.405941], [1.974201, -4.410035, 6.855205], [-4.058501, -4.694870, 8.511421], [5.867506, -2.286970, -2.449252], [7.097345, -2.508960, -2.339429], [5.174065, -3.409897, -2.325372], [5.230561, -1.228213, -2.646563], [5.994028, -3.928654, -2.197009], [-9.951662, 2.108470, 5.184884], [-9.939934, 1.223753, 5.631248], [-10.366967, 2.799334, 5.761235], [-10.394403, 2.061535, 4.299494]], "atomic_forces_ev_per_a": [[-0.2, -0.3, 0.0], [-0.4, -0.4, 0.2], [0.6, -2.0, 1.1], [1.0, 1.0, -0.3], [-0.5, -0.4, 0.9], [0.6, -2.1, 0.3], [0.2, -0.7, -0.1], [0.2, 0.0, 0.8], [-0.2, -0.1, 1.1], [-0.9, -0.3, 0.2], [1.0, -3.3, -1.2], [0.1, -2.1, 0.8], [1.2, -2.2, 2.6], [1.5, 1.5, -0.4], [0.2, 0.9, 0.6], [-0.9, 0.0, 2.7], [-0.5, -0.2, 0.2], [-0.1, -1.4, 0.7], [1.6, -0.9, 1.4], [-1.1, 3.5, 1.4], [0.2, -0.6, 0.9], [0.9, 1.6, -0.4], [1.2, 1.7, -0.7], [2.4, 0.3, -2.4], [-3.0, 3.2, 0.7], [7.3, -3.0, -1.2], [1.8, -2.6, 1.3], [1.1, -2.0, -1.8], [0.8, -0.6, -0.3], [-0.2, -1.1, -4.6], [-4.8, 2.2, 0.2], [-5.5, 5.6, -0.1], [1.0, -4.6, -2.2], [-5.2, -0.1, 2.7], [3.4, -3.2, -3.6], [-1.6, 2.6, -3.0], [6.0, 2.6, 1.9], [-1.3, 1.7, -1.5], [-2.6, -0.3, -1.1], [-0.2, 2.5, 1.4], [2.2, -0.2, -1.8], [-1.4, 3.2, 1.2], [-0.6, 2.0, 1.1], [0.9, 1.3, 4.1], [-1.9, -2.9, -3.8], [3.0, 6.8, 4.0], [-2.1, 1.3, -1.0], [1.9, 1.2, -0.5], [0.7, -2.2, -1.2], [-1.0, 1.9, 0.6], [2.2, 0.2, 0.8], [-0.7, -2.2, -1.0], [-0.4, 1.3, -1.7], [0.8, 1.7, 0.9], [-1.9, 1.0, -0.7], [-1.9, 1.3, -0.7], [-1.7, -2.9, 1.4], [1.5, 0.7, -1.3], [1.2, -2.2, 1.3], [2.4, 0.3, -0.6], [-1.4, -0.6, -1.6], [-0.4, -1.0, -2.2], [0.0, -2.3, 1.4], [-1.8, -1.6, -0.7], [-0.4, -0.3, 2.5], [-0.4, 2.0, -1.1], [1.0, 1.7, 1.3], [0.6, -1.9, 1.3], [-1.0, -0.3, -2.0], [-0.2, 2.3, 1.0], [-1.1, 1.3, 0.8], [-1.1, -0.8, -1.2], [-1.6, 0.4, 1.8], [-0.9, 1.7, -1.6], [-0.8, 0.2, 1.8], [0.9, -0.8, -0.7], [-0.4, -1.8, 0.2], [-0.2, -0.1, -2.0], [1.5, 2.1, 0.6], [-2.5, 0.4, 0.4], [-0.4, -1.0, -1.4], [0.5, -0.6, 2.5], [1.8, 1.3, -2.4], [0.6, 1.5, 0.7], [-1.4, -1.9, 1.1], [-0.2, 0.3, 0.9], [-0.5, -1.1, 0.1], [-1.4, 0.8, 0.4], [0.7, -0.4, 0.1], [2.4, -2.1, -1.1], [0.3, 0.2, 0.0], [-0.1, 0.2, 0.5], [0.1, -0.5, -0.1], [0.8, 1.5, -0.5], [-0.5, 0.0, -0.2], [-0.3, 0.3, -0.1], [-0.1, 0.1, -0.1], [0.0, 0.1, -0.2], [0.5, -0.4, 0.1], [0.4, 0.0, 0.1], [0.1, -0.2, 0.0], [1.3, 0.5, 0.2], [-0.5, -0.2, -0.1], [-0.6, 0.5, -0.1], [-0.4, 0.1, -0.1], [0.4, -0.2, 0.1], [0.2, -0.3, 0.0], [-0.1, 0.4, 0.0], [-0.5, 0.6, -0.1], [-0.7, -1.6, -0.1], [0.3, 0.8, 0.1], [-0.2, 0.0, 0.0], [-0.2, 0.1, 0.0], [0.1, 0.0, 0.1], [-0.3, 0.0, 0.0], [0.0, -0.3, 0.0], [0.1, -0.2, 0.0], [0.2, -0.1, 0.0], [0.3, 0.0, 0.0], [-0.6, -0.7, 0.3], [-3.4, -1.7, -2.1], [0.2, 0.0, 0.1], [0.1, 0.3, 0.2], [0.1, 0.1, -0.3], [0.0, -0.2, -0.2], [0.1, -0.3, 0.2], [0.1, 0.1, 0.4], [0.1, 0.2, 0.0], [0.0, -0.1, 0.1], [0.1, 0.1, -0.1], [0.0, 0.0, 0.3], [0.1, 0.1, -0.2], [-0.4, 0.2, -0.3], [3.3, -4.4, 0.1], [-0.4, -0.3, 0.9], [0.4, 2.9, -0.4], [1.0, 0.8, 0.0], [-1.1, -2.4, 0.4], [0.3, -0.5, 0.1], [-0.7, -0.8, 0.0], [-0.5, -0.1, 0.1], [0.1, 0.4, -0.2], [0.3, -0.3, -0.3], [0.2, 0.0, 0.4]], "mulliken_charge": [-0.83, 0.24, -0.39, -0.49, 0.45, -0.39, 0.29, -0.37, -0.24, -0.18, 0.41, -0.63, -0.52, -0.06, -0.54, 0.54, -0.71, -0.38, -0.70, -0.01, -0.69, -0.50, 0.96, -0.39, 0.29, -0.48, -0.13, 0.00, -0.13, -0.14, 0.54, -0.29, -0.23, 0.60, -0.18, -0.26, -0.14, 1.32, -1.27, -0.32, -0.53, -1.59, 0.17, 0.96, 0.05, -0.47, 0.26, 0.22, 0.25, 0.13, 0.00, 0.30, 0.15, -0.13, 0.15, 0.24, -0.28, 0.24, 0.26, 0.37, 0.09, 0.04, 0.25, 0.09, 0.32, 0.08, 0.41, 0.32, 0.30, 0.28, 0.32, 0.21, 0.23, 0.17, 0.33, 0.26, 0.20, 0.23, 0.50, 0.20, 0.27, 0.32, 0.75, -0.78, -0.51, -0.76, 0.32, -0.56, 0.38, 0.40, -0.45, 0.02, -0.02, 0.07, 0.40, -0.21, -0.70, -0.92, 0.24, 0.43, -0.78, 0.64, -0.72, 0.26, -0.58, -0.52, -0.46, -0.54, 0.22, 0.38, -0.69, 0.37, 0.64, 0.76, 0.42, 0.45, 0.42, 0.41, 0.47, -0.01, 0.01, -0.15, -0.09, 0.27, -1.21, -0.09, -0.50, 0.28, 0.34, 0.33, 0.29, 0.30, 0.26, 1.44, -0.89, 0.70, -0.81, -0.51, -0.74, 0.31, -0.44, 0.48, 0.47, 0.47], "homo_lumo_gap_ev": 0.87, "e_homo_ev": -5.60, "lumo_energy_ev": -4.7}

---

(3)
{"formula": "C11H17BN6V", "method": "ωB97M-V/def2-TZVPD", "symbols": ["H", "N", "B", "N", "C", "V", "H", "C", "H", "C", "H", "C", "H", "H", "H", "N", "N", "N", "N", "C", "C", "H", "H", "C", "C", "C", "C", "H", "H", "H", "H", "H", "C", "H", "H", "H"], "coordinates": [[1.281381, -2.914513, -1.746420], [0.610451, -1.001891, -1.265183], [-0.248820, 1.374625, -1.245972], [0.240633, 0.123420, -1.993159], [0.425624, -0.135563, -3.289320], [0.238062, -0.927146, 0.703056], [0.203239, 0.637889, -4.012152], [0.891534, -1.444609, -3.430529], [1.120083, -1.970734, -4.343343], [0.991754, -1.956121, -2.145670], [-0.492848, 2.296210, -2.050458], [0.451464, -1.038127, 2.676012], [0.697523, -1.999501, 3.143762], [-0.608920, -0.829332, 3.004111], [1.093365, -0.218854, 2.995892], [0.860764, 1.789671, -0.272079], [-1.521349, 1.015036, -0.433217], [1.302642, 0.887735, 0.674165], [-1.446685, -0.002522, 0.541481], [1.576407, 2.926290, -0.176455], [-2.761222, 1.490191, -0.448416], [1.371828, 3.729779, -0.843546], [-3.028810, 2.317100, -1.143209], [2.506167, 2.776702, 0.884575], [-3.541772, 0.815254, 0.482981], [2.289398, 1.484986, 1.382295], [-2.690459, -0.118321, 1.086332], [3.205646, 3.492361, 1.232733], [-4.593939, 0.952604, 0.726425], [2.747883, 0.946194, 2.186191], [-2.823951, -0.863313, 1.846229], [1.386006, -1.623444, 1.666968], [-0.375585, -2.770514, 0.880662], [0.444152, -3.296679, 1.383882], [-0.513756, -3.118174, -0.143779], [-1.287891, -2.826689, 1.485154]], "atomic_forces_ev_per_a": [[0.1, 0.0, -0.2], [0.0, 0.3, -2.1], [-0.2, 0.8, -0.6], [0.8, -1.8, 0.3], [0.0, -0.2, 0.0], [1.2, 0.4, -1.7], [0.0, -0.2, 0.0], [0.1, 0.1, -0.5], [0.0, 0.2, 0.0], [-0.6, 1.6, 0.8], [0.1, -0.7, 0.6], [1.2, -0.6, 2.8], [0.0, 0.5, 0.8], [0.5, -0.1, -0.8], [-0.1, -0.2, 0.7], [1.3, -0.2, 1.3], [-0.1, -1.3, 1.5], [0.5, 1.8, -0.1], [-3.2, 2.2, -0.9], [0.7, -1.0, 1.4], [-0.5, 0.8, -0.7], [0.0, 0.5, -0.2], [0.2, -0.9, 0.7], [-1.2, -0.4, -1.1], [-0.4, -0.4, 0.5], [-1.4, 0.2, -1.6], [1.5, 1.0, -1.5], [0.4, 0.4, 0.1], [0.4, 0.1, -0.3], [0.2, 0.0, 0.2], [-0.3, -0.1, 0.1], [0.2, 0.5, 0.7], [-0.5, -1.6, 0.0], [-0.4, -0.6, -0.2], [-0.3, -0.6, 0.1], [0.0, -0.4, -0.1]], "mulliken_charge": [0.53, -0.16, 0.06, 0.12, -0.05, 0.27, 0.45, -1.14, 0.38, -0.23, -0.11, -1.14, 0.49, 0.25, 0.26, 0.16, 0.09, -0.18, 0.10, -0.12, -0.05, 0.47, 0.40, -1.19, -1.14, -0.02, -0.13, 0.41, 0.37, 0.51, 0.45, 0.18, -1.30, 0.40, 0.30, 0.32], "homo_lumo_gap_ev": [7.42, 7.98], "spin_multiplicity": 4, "e_homo_ev": [-6.81, -7.91], "lumo_energy_ev": [0.6, 0.1], "e_above_lowest_kj_mol": 229.6}

---

One value per record, in order, for max |F|: 0.0582, 0.1642, 0.0771 hartree/bohr.